Record 1
Density functional theory data (the ωB97M-V functional and the def2-TZVPD basis) for a 8-piece molecular cluster, C45H59F21IN4O15P overall.

Structure (XYZ):
```
146
Properties=species:S:1:pos:R:3:forces:R:3:mulliken_charge:R:1
C 2.1233 -1.7550 2.8647 1.17 0.53 0.10 -1.19
C 2.7729 -3.2115 2.6955 0.28 -0.04 1.53 1.19
C 2.9905 -3.7763 4.2170 -1.45 0.18 -0.40 -1.46
C 1.8576 -4.3026 1.9482 0.77 0.49 -0.38 -0.59
C 0.7324 -3.7209 0.9524 -0.75 -1.14 -0.09 -0.85
C -0.6988 -3.9695 1.6290 -2.57 -2.54 0.23 0.22
C -1.2429 -5.4434 1.5572 -1.77 3.84 1.99 -0.88
C -2.6470 -5.7992 2.2226 1.04 3.65 0.46 0.63
C -3.1371 -7.3125 2.0863 -0.62 0.03 0.46 -1.19
C -3.1190 -8.1504 3.4487 2.38 -2.28 -0.04 0.41
N -2.1487 -9.0593 3.5658 -2.60 2.39 -0.23 -0.72
C -3.4242 -4.6733 2.9411 1.38 -1.26 -1.50 0.43
C -4.8113 -5.0510 3.6465 0.91 0.07 0.95 -0.80
C -4.5752 -4.9821 5.2566 -0.23 0.80 0.75 -0.59
N -3.6065 -6.0275 5.7417 0.01 0.47 0.59 -0.47
C -2.9274 -3.1613 3.0201 0.15 -2.79 -0.50 0.51
N -3.7888 -2.2522 3.7306 5.53 2.06 -2.92 -0.26
C -3.1851 -0.9541 3.6672 -0.51 -1.65 -0.55 0.35
P -4.1563 0.4743 4.5165 1.11 1.27 -1.43 0.11
O -5.2680 1.0321 3.3205 -0.37 -1.58 2.00 -0.49
I -5.4324 -0.3929 6.4253 0.01 -0.43 -0.64 -0.10
C -1.8517 -0.5511 2.9769 -0.37 -3.04 -0.21 -0.56
N -1.0231 -1.5145 2.3272 -4.38 -0.07 2.09 -0.29
C -1.5668 -2.8473 2.3424 0.20 -0.20 -0.12 0.00
H 1.8836 -1.2283 1.8614 0.11 -1.02 1.75 0.24
H 2.9385 -1.0894 3.3575 -1.28 -1.07 -0.75 0.42
H 1.2392 -1.7409 3.5964 1.13 -0.15 -1.39 0.14
H 3.8409 -3.1241 2.2530 -2.65 -0.04 0.49 -0.14
H 3.4901 -4.8043 4.2417 -0.38 1.59 -0.01 0.30
H 1.9126 -3.9410 4.6197 1.74 0.25 -0.47 0.45
H 3.4647 -2.9956 4.9051 -0.30 -1.26 -1.04 0.32
H 1.3399 -4.9348 2.7595 0.84 0.78 -1.47 0.33
H 2.5733 -4.9472 1.3037 -1.25 0.77 1.25 0.20
H 0.9085 -2.6596 0.5755 -0.36 -1.40 0.90 0.36
H 0.7550 -4.3981 0.0098 -0.21 1.16 1.54 0.40
H -0.6669 -6.2965 1.0606 -0.76 1.58 0.73 0.20
H -2.4653 -7.8607 1.3392 -0.80 0.82 1.25 0.29
H -4.2130 -7.3937 1.6626 1.67 0.45 0.68 0.38
H -3.8765 -8.0728 4.2991 0.86 0.51 -1.58 0.28
H -2.2354 -9.5653 4.4626 -0.13 0.43 -0.39 0.24
H -5.1281 -6.1351 3.4352 0.62 1.69 0.04 0.26
H -5.6620 -4.3520 3.3318 1.34 -0.87 0.51 0.41
H -4.1488 -3.9653 5.5951 -1.01 -1.26 -0.96 0.26
H -5.5651 -5.1128 5.8422 1.45 0.10 -1.21 0.33
H -2.6531 -5.6156 5.8132 -1.03 -0.47 -0.21 0.23
H -3.8491 -6.3261 6.7096 0.17 0.44 -1.10 0.23
H -6.1832 0.8196 3.6457 1.03 0.25 -0.71 0.31
H -1.4843 0.5389 2.9832 -0.70 -1.92 0.06 0.38
C 9.3082 -3.7541 -0.8255 -0.18 -0.31 0.09 -1.13
C 9.2752 -2.5955 0.1518 0.60 -0.02 -0.55 -0.19
O 8.0669 -2.6172 0.9274 -0.50 -0.34 1.03 -0.31
C 8.0512 -3.4746 1.9709 1.61 0.15 -1.14 0.15
O 8.9651 -4.2012 2.2662 -1.06 0.41 0.20 -0.51
C 6.7336 -3.3593 2.7350 -1.65 -0.05 1.13 1.17
F 5.6588 -3.3452 1.9139 1.26 -0.10 -0.17 -0.44
F 6.6720 -2.2244 3.4642 0.42 -0.29 -0.46 -0.27
F 6.5388 -4.3755 3.5958 0.55 0.35 -0.62 -0.26
H 8.4122 -3.7552 -1.4520 0.12 0.13 -0.01 0.30
H 10.1895 -3.6923 -1.4670 -0.07 0.05 0.06 0.38
H 9.3317 -4.7120 -0.3008 0.11 0.11 -0.01 0.32
H 9.2781 -1.6519 -0.3988 -0.30 -0.04 0.23 0.32
H 10.1546 -2.5894 0.8024 -0.25 -0.14 0.09 0.32
C -2.2506 5.4423 1.0254 0.21 0.09 0.31 -1.11
C -1.7044 4.3508 0.1263 -0.85 0.19 -0.08 -0.20
O -0.2718 4.2873 0.2139 0.98 -0.56 0.58 -0.30
C 0.2255 3.6304 1.2830 -1.96 0.18 -0.35 0.44
O -0.4491 3.1205 2.1411 1.00 0.17 -0.40 -0.54
C 1.7513 3.5961 1.2237 2.03 -0.12 0.19 0.81
F 2.2830 4.8010 0.9193 -0.67 -0.60 0.33 -0.20
F 2.1995 2.7329 0.2870 -0.61 0.25 0.21 -0.27
F 2.3110 3.2181 2.3883 -0.78 0.15 -0.42 -0.26
H -1.7774 6.4014 0.7980 -0.11 -0.08 -0.12 0.29
H -3.3305 5.5409 0.8995 0.09 -0.04 -0.05 0.39
H -2.0455 5.2268 2.0767 -0.10 -0.08 -0.10 0.31
H -1.9456 4.5789 -0.9145 0.39 -0.04 0.07 0.34
H -2.1510 3.3782 0.3529 0.26 0.08 0.13 0.29
C -3.2007 -12.6135 3.9177 -0.26 -0.29 0.09 -1.10
C -3.3936 -12.0194 2.5362 0.44 0.48 0.52 -0.15
O -3.9381 -12.9963 1.6342 -1.07 -0.48 -0.49 -0.31
C -5.2708 -13.1958 1.7156 0.94 1.33 1.14 0.37
O -5.9977 -12.6213 2.4860 0.13 -0.74 -0.84 -0.51
C -5.7213 -14.2167 0.6724 -0.66 -1.45 -1.22 0.84
F -4.9222 -15.3049 0.6370 -0.09 0.60 0.30 -0.24
F -5.7161 -13.6965 -0.5743 0.15 0.21 0.62 -0.25
F -6.9702 -14.6698 0.8931 0.61 0.56 0.27 -0.24
H -2.5894 -13.5185 3.8660 0.07 0.17 -0.03 0.31
H -2.7157 -11.8956 4.5819 0.00 -0.05 -0.10 0.32
H -4.1574 -12.8999 4.3611 0.05 0.13 -0.03 0.30
H -2.4256 -11.7192 2.1289 -0.21 -0.19 -0.19 0.36
H -4.0205 -11.1238 2.5643 -0.08 -0.27 -0.06 0.30
C 2.9464 6.4449 -1.1350 -0.08 -0.07 -0.33 -0.93
C 2.9873 7.7750 -1.8611 0.01 -0.04 0.83 -0.38
O 3.1839 7.5808 -3.2708 -0.57 -0.07 -1.13 -0.28
C 2.0836 7.2482 -3.9789 -0.09 0.35 1.99 0.02
O 0.9869 7.1036 -3.5018 0.68 0.01 -0.93 -0.53
C 2.4232 7.1223 -5.4628 0.38 -0.51 -1.88 1.28
F 3.5486 6.4080 -5.6770 -0.40 0.28 0.47 -0.27
F 2.6215 8.3296 -6.0384 -0.13 -0.15 0.60 -0.25
F 1.4516 6.5168 -6.1716 0.21 0.33 0.78 -0.27
H 3.8440 5.8595 -1.3525 0.01 0.15 0.10 0.29
H 2.8750 6.5968 -0.0584 0.07 0.17 -0.22 0.41
H 2.0904 5.8467 -1.4553 0.00 0.14 0.10 0.26
H 3.8368 8.3615 -1.5032 0.01 -0.06 -0.38 0.34
H 2.0870 8.3672 -1.6723 0.01 -0.18 -0.25 0.33
C 2.4940 7.8176 -9.3533 -0.70 0.13 -0.30 -0.64
C 1.9559 9.1895 -8.9964 0.32 -0.51 0.62 -0.21
O 1.4457 9.8553 -10.1630 -1.02 0.27 -0.68 -0.34
C 0.2064 9.4909 -10.5556 0.86 -0.81 1.63 0.39
O -0.4648 8.6589 -10.0003 0.11 0.78 -0.84 -0.51
C -0.2291 10.3082 -11.7703 -0.59 0.87 -1.66 0.84
F 0.7344 10.3833 -12.7140 -0.14 -0.24 0.60 -0.25
F -0.5377 11.5802 -11.4355 0.21 -0.55 0.30 -0.25
F -1.3169 9.7977 -12.3785 0.54 -0.08 0.67 -0.24
H 3.2356 7.8926 -10.1467 -0.35 0.29 0.15 0.34
H 2.9498 7.3450 -8.4840 -0.17 0.17 -0.07 -0.07
H 1.6977 7.1655 -9.7212 -0.04 0.07 0.17 0.31
H 2.7667 9.8107 -8.6082 -0.16 0.15 -0.30 0.33
H 1.1924 9.1347 -8.2149 -0.08 0.02 -0.29 0.32
C 8.4453 6.4093 -12.3125 -0.19 -0.31 0.09 -1.11
C 8.4053 7.5661 -11.3334 0.61 -0.02 -0.55 -0.20
O 7.1906 7.5439 -10.5677 -0.51 -0.34 1.03 -0.30
C 7.1656 6.6846 -9.5259 1.63 0.16 -1.09 0.04
O 8.0764 5.9567 -9.2243 -1.06 0.41 0.19 -0.52
C 5.8418 6.7998 -8.7726 -1.65 -0.17 0.99 1.25
F 4.7742 6.8165 -9.6020 1.79 -0.57 0.01 -0.31
F 5.7750 7.9344 -8.0414 0.41 -0.26 -0.43 -0.27
F 5.6388 5.7823 -7.9151 0.56 0.36 -0.60 -0.25
H 7.5545 6.4101 -12.9464 0.12 0.13 -0.01 0.30
H 9.3319 6.4716 -12.9467 -0.07 0.05 0.06 0.38
H 8.4637 5.4504 -11.7895 0.11 0.11 -0.01 0.31
H 8.4135 8.5107 -11.8822 -0.31 -0.04 0.23 0.31
H 9.2793 7.5702 -10.6755 -0.25 -0.14 0.09 0.32
C -8.5243 0.9206 8.0344 -0.23 0.16 -0.30 -0.96
C -8.7989 1.7468 9.2756 0.28 -0.74 0.11 -0.29
O -9.1522 3.0932 8.9236 -0.89 0.73 -0.19 -0.32
C -10.4314 3.2846 8.5347 0.59 -1.77 0.54 0.36
O -11.2572 2.4107 8.4637 0.30 1.09 -0.10 -0.50
C -10.6831 4.7622 8.2398 -0.40 1.91 -0.58 0.86
F -9.7064 5.3110 7.4858 -0.19 -0.58 0.30 -0.24
F -10.7514 5.4956 9.3720 0.10 -0.65 -0.17 -0.25
F -11.8368 4.9714 7.5777 0.51 -0.61 0.38 -0.24
H -7.7645 1.4004 7.4126 0.01 -0.06 0.19 0.22
H -8.1810 -0.0801 8.3051 -0.01 0.09 0.03 0.38
H -9.4224 0.8210 7.4202 0.02 -0.07 0.15 0.30
H -7.8924 1.8082 9.8824 -0.13 0.34 -0.11 0.32
H -9.5729 1.2927 9.9013 -0.07 0.21 -0.20 0.32
```
Forces are in eV/Å.

## Properties
SMILES	[H]/N=C/Cc1cc(CCC(C)C)c2ncc(P(O)I)nc2c1CCN.CCOC(=O)C(F)(F)F.CCOC(=O)C(F)(F)F.CCOC(=O)C(F)(F)F.CCOC(=O)C(F)(F)F.CCOC(=O)C(F)(F)F.CCOC(=O)C(F)(F)F.CCOC(=O)C(F)(F)F
HOMO level	-0.30433	hartree
HOMO-LUMO gap	7.049	eV
total energy	-158746.0618	eV


Record 2
Density functional theory data (the ωB97M-V functional and the def2-TZVPD basis) for C9H16AlF3O5S as an isolated structure.

Structure (XYZ):
```
35
Properties=species:S:1:pos:R:3:forces:R:3:mulliken_charge:R:1
Al 1.3726 -2.7459 -0.8752 -0.38 0.99 0.24 1.00
C -2.6175 0.8994 0.7478 -1.03 -1.33 -3.15 0.67
F -3.8439 1.2014 0.9711 -1.76 -0.36 1.23 -0.19
F -2.3886 1.3741 -0.4806 0.91 -0.43 -0.20 -0.22
F -1.8371 1.4148 1.5917 1.79 0.57 1.75 -0.15
S -2.3975 -1.0676 0.6901 0.29 -2.31 -0.26 1.10
O -3.6106 -1.7430 0.0849 1.32 1.61 0.69 -0.36
O -1.1771 -1.4953 0.0122 -1.05 1.36 -0.29 -0.49
O -2.3457 -1.5531 2.0645 -0.61 0.78 0.11 -0.44
C 0.2833 0.9999 -4.2123 0.65 -0.81 -1.05 -0.83
C -0.5230 1.3463 -2.9793 -0.63 1.09 -1.37 -0.48
C 0.3988 0.9312 -1.8707 -1.43 0.39 -0.10 0.68
O 0.7635 -0.3241 -2.3620 2.46 -2.55 -0.19 -0.30
C 1.0542 -0.2737 -3.8099 -1.29 1.57 0.46 -0.46
H 1.0275 1.7381 -4.5112 -0.31 0.35 0.16 0.32
H -0.2681 0.7033 -5.1045 -0.44 0.64 0.08 0.34
H -1.4038 0.7073 -3.0408 -0.15 0.09 0.59 0.25
H -0.8324 2.3898 -3.0377 -0.03 0.00 0.40 0.43
H -0.1531 0.7690 -0.9449 0.31 -0.03 0.02 -0.86
H 1.2054 1.6459 -1.7076 0.36 -0.16 -0.09 0.26
H 0.6121 -1.1379 -4.3056 0.35 -0.24 0.44 0.41
H 2.0669 -0.0468 -4.1432 0.46 -0.91 0.86 0.27
C 0.9630 0.6160 3.1285 -0.54 0.87 1.48 -0.41
C 0.6732 -0.6871 3.8019 0.84 -2.43 0.48 -0.42
C 1.1646 -1.7315 2.8217 -0.24 -1.30 -0.51 -0.73
O 1.2298 -1.1438 1.5396 -0.28 0.78 -0.63 -0.24
C 1.5114 0.2571 1.7977 0.45 -0.22 -1.55 -0.34
H 1.7163 1.1798 3.6787 -0.21 0.16 0.04 0.41
H 0.0252 1.1707 3.1556 0.29 0.33 -0.49 0.02
H -0.3613 -0.9192 4.0552 0.09 0.52 0.13 0.29
H 1.3537 -0.9986 4.5943 -0.57 1.04 0.98 0.27
H 0.4955 -2.5911 2.7847 -0.02 -0.11 -0.15 0.32
H 2.1581 -2.1031 3.0724 0.19 0.03 0.16 0.43
H 1.0893 0.8447 0.9824 0.12 -0.09 -0.09 0.00
H 2.5952 0.3728 1.8104 0.10 0.10 -0.18 0.44
```
Forces are in eV/Å.

## Properties
charge	+1
HOMO level (alpha / beta)	-0.48948 / -0.48894	hartree
spin multiplicity	2
HOMO-LUMO gap (alpha / beta)	9.324 / 5.626	eV
total energy	-45403.3199	eV


Record 3
Density functional theory data (the ωB97M-V functional and the def2-TZVPD basis) for a 5-piece molecular cluster, BrH8O4 overall.

Structure (XYZ):
```
13
Properties=species:S:1:pos:R:3:forces:R:3:mulliken_charge:R:1
Br -0.0174 0.2000 -0.1598 -0.06 0.00 -0.02 -0.95
O 3.2358 -0.7828 0.4178 -0.16 -0.05 -0.16 -0.62
H 3.1692 -1.7209 0.6176 -0.06 0.05 -0.03 0.30
H 2.3472 -0.5488 0.0772 0.20 0.05 0.23 0.31
O 0.4477 0.0984 -3.4974 -0.19 0.14 0.38 -0.62
H 0.5082 1.0009 -3.8237 0.00 -0.03 0.09 0.30
H 0.2102 0.1993 -2.5434 0.21 -0.16 -0.48 0.32
O -1.9080 -2.0297 1.5963 -0.11 0.10 -0.10 -0.64
H -1.6070 -1.3798 0.9302 0.09 -0.16 0.17 0.31
H -1.2067 -2.0134 2.2534 0.05 0.07 -0.09 0.31
O -1.7833 2.7190 1.3279 0.07 -0.12 -0.21 -0.63
H -2.1002 2.1687 2.0497 0.05 -0.06 -0.06 0.30
H -1.2956 2.0893 0.7541 -0.10 0.17 0.27 0.32
```
Forces are in eV/Å.

## Properties
charge	-1
HOMO level	-0.19836	hartree
relative energy (zero: lowest compared OMol25 entry of this formula, charge and spin)	0.00	kcal/mol
HOMO-LUMO gap	9.180	eV
total energy	-78365.9771	eV


Record 4
Density functional theory data (the ωB97M-V functional and the def2-TZVPD basis) for an isolated ion of composition C5H8N and charge +1.

Structure (XYZ):
```
14
Properties=species:S:1:pos:R:3:forces:R:3:mulliken_charge:R:1
C 0.4648 -2.8912 -0.2623 0.34 1.28 0.11 -0.15
C 0.6821 2.0419 0.5435 -0.32 -2.24 0.17 -0.83
C 0.7499 -0.4071 0.1531 2.13 1.41 0.86 -0.10
C -0.0065 0.9735 0.1598 0.99 -2.94 -1.37 0.76
C -1.4106 0.9982 -0.2763 -1.18 -0.52 -3.52 -1.18
N 0.6404 -1.6678 -0.0467 -1.50 1.77 0.27 -0.06
H -0.0654 -3.6142 0.3080 -0.27 -0.05 1.41 0.29
H 0.9305 -3.2927 -1.1037 0.40 -0.46 -1.91 0.28
H 0.1124 2.8463 0.3269 -1.36 3.17 -0.17 0.33
H 1.5076 2.1582 1.1766 1.54 -0.25 0.19 0.37
H 1.8197 -0.0763 0.3460 -1.01 -1.00 0.51 0.29
H -1.5978 0.2394 -1.1364 0.19 0.69 1.85 0.29
H -1.8660 1.8966 -0.7969 1.16 -0.40 1.14 0.39
H -1.9611 0.7952 0.6084 -1.11 -0.47 0.47 0.32
```
Forces are in eV/Å.

## Properties
SMILES	C=[N+]=CC(=C)C
charge	+1
HOMO level	-0.53807	hartree
relative energy (zero: lowest compared OMol25 entry of this formula, charge and spin)	86.13	kcal/mol
HOMO-LUMO gap	8.990	eV
total energy	-6794.3536	eV